Record 1
The following is a DFT calculation (ωB97M-V with the def2-TZVPD basis set) of a cluster of 10 separate species, C32H91N7O10 in total.

Positions of all 140 atoms, in Å:
O 4.069 0.149 4.698
O -2.090 0.779 -0.775
O 4.238 -1.657 -0.268
O -2.546 4.981 -0.270
O -4.627 2.148 -4.726
O 4.583 0.692 -1.598
O 3.474 -3.852 5.176
O -1.193 1.928 5.130
O 2.458 -3.778 -5.296
O -4.981 -2.261 -0.854
N 0.145 -3.870 3.572
N 6.199 0.863 6.060
N -6.961 2.011 -7.640
N 0.631 0.440 -1.168
N 0.617 5.967 -1.957
N -4.545 -3.265 -3.694
N 1.621 -2.191 -2.038
C -0.294 5.301 -1.015
C -5.291 -2.673 0.435
C 3.402 -0.551 3.618
C 4.515 -0.833 5.676
C 0.497 -3.668 6.071
C 3.582 -4.445 -5.725
C -0.573 3.035 3.144
C 0.887 -0.716 1.010
C 0.463 5.495 0.363
C -6.523 1.843 -6.247
C -3.733 -2.629 -1.421
C -3.352 2.686 -4.438
C -1.749 5.891 -1.131
C 4.532 1.308 -0.390
C -3.961 5.208 -0.304
C -6.922 0.326 -5.967
C -3.695 -1.027 -3.277
C 5.726 1.082 0.519
C -0.067 -0.277 -0.158
C 0.573 -1.844 -4.162
C -0.254 1.841 3.998
C 1.280 -2.850 -3.341
C -3.624 -2.429 -2.917
C 5.417 -0.143 6.810
C 1.095 -3.554 4.607
C -5.022 2.090 -6.074
C 4.549 0.670 7.898
C -1.212 0.466 0.266
C -3.184 1.621 -0.258
C 2.592 -3.468 -3.888
C 2.446 -4.330 4.354
C 4.620 -4.707 5.189
H -6.497 -0.414 -6.645
H 6.651 1.511 0.135
H 5.233 1.010 8.675
H -3.631 3.739 -4.414
H 4.483 -5.507 5.917
H -3.619 1.018 0.539
H 0.103 5.900 -2.824
H 0.820 1.782 4.173
H 3.355 -2.697 -3.783
H -4.040 6.270 -0.074
H 0.122 3.064 2.305
H -4.310 -2.792 0.895
H 5.787 0.020 0.754
H -1.582 2.961 2.738
H -2.748 2.576 0.033
H -6.996 2.555 -5.571
H -4.626 -0.671 -3.719
H -1.670 0.023 1.151
H 0.492 -1.347 1.805
H 3.696 -1.326 6.199
H 5.452 -4.079 5.509
H 4.533 2.343 -0.732
H -4.523 5.037 -1.223
H -4.453 1.262 -6.498
H 3.706 -0.937 0.073
H -5.861 -1.894 0.942
H -0.437 -3.109 6.129
H -3.636 -0.374 -2.407
H 4.197 1.671 7.651
H 0.515 -3.610 -3.185
H 1.494 -2.842 -1.276
H 1.402 5.350 -2.108
H -8.001 0.445 -6.059
H -3.560 -3.696 -1.276
H 2.889 -4.283 -3.227
H -0.365 4.231 -1.214
H 3.804 -5.372 -5.197
H -4.506 4.680 0.479
H 0.192 -2.338 -5.055
H 6.575 1.514 6.735
H 1.150 0.231 1.481
H -0.059 0.893 -1.750
H 5.478 1.347 5.546
H 3.758 -1.541 3.333
H 1.022 -0.910 -4.500
H -2.156 5.876 -2.142
H 2.253 -5.398 4.461
H 1.193 -0.177 -1.736
H -2.579 -2.691 -3.084
H -0.381 4.033 3.537
H -4.805 3.040 -6.563
H 3.552 1.256 0.084
H 1.175 -3.430 6.892
H 0.055 4.893 1.175
H -0.878 1.464 0.550
H 0.073 -4.645 6.302
H 1.230 -2.473 4.638
H -5.628 -3.702 0.312
H 3.908 0.046 8.522
H -6.663 2.849 -8.118
H 3.695 -4.668 -6.786
H -0.449 -1.203 -0.588
H 1.529 5.286 0.448
H -2.832 -0.731 -3.874
H -3.161 2.601 -3.369
H -4.083 1.705 -0.869
H 4.769 -1.257 -0.956
H -2.979 -1.979 -0.977
H 4.900 -5.038 4.188
H 0.409 -3.713 2.610
H -0.380 -1.587 -3.700
H -1.652 6.911 -0.760
H 2.390 -0.683 4.002
H 5.106 -1.540 5.093
H -6.609 -0.036 -4.988
H 6.044 -0.864 7.335
H 3.404 0.059 2.714
H -4.582 -2.905 -4.637
H -5.478 -3.114 -3.338
H 0.235 6.528 0.626
H 2.612 -4.119 3.297
H -0.926 2.674 5.673
H 1.729 -1.264 0.586
H 2.595 -1.934 -2.102
H -0.639 -3.256 3.741
H -2.543 2.369 -5.096
H -0.568 0.946 3.462
H 4.343 1.269 -2.327
H 4.387 -3.748 -5.492
H 5.440 1.580 1.446
H -6.658 1.268 -8.253

Forces on atoms 1 to 3 (eV/Å):
O 0.268 -1.463 -0.004
O -2.162 -0.013 -0.951
O -0.091 -0.883 0.317

Results
E_tot (a.u.): -2409.14485
Net charge: 0
LUMO level (eV): 0.3
Energy above the lowest of the compared OMol25 structures with the same formula, charge and spin (eV): 5.084
F_max (eV/A): 3.79
HOMO-LUMO gap (eV): 9.1
SMILES: COC[C@H](C)N.COC[C@H](C)N.COC[C@H](C)N.COC[C@H](C)N.COC[C@H](C)N.COC[C@H](C)N.COC[C@H](C)N.CCO.CCO.O



Record 2
The following is a DFT calculation (ωB97M-V with the def2-TZVPD basis set) of a cluster of 10 separate species, C32H91N7O10 in total.

Positions of all 140 atoms, in Å:
O 9.205 -16.447 -21.587
O 5.930 -19.449 -19.864
O 9.739 -13.607 -17.421
O 14.832 -16.587 -19.865
O 11.065 -22.170 -15.174
O 8.814 -21.816 -23.705
O 8.601 -17.294 -14.746
O 10.287 -14.966 -23.686
O 10.833 -18.216 -20.453
O 13.180 -16.772 -13.682
N 6.339 -15.953 -12.190
N 13.500 -17.443 -10.084
N 11.850 -19.893 -22.934
N 10.316 -11.205 -18.718
N 14.204 -14.516 -17.694
N 13.685 -16.246 -23.317
N 6.516 -17.486 -16.763
C 11.657 -15.214 -24.006
C 9.513 -14.823 -24.868
C 6.780 -19.906 -16.815
C 14.804 -17.911 -20.403
C 11.921 -18.347 -18.336
C 7.141 -19.073 -20.502
C 9.821 -13.648 -18.838
C 13.626 -17.701 -11.530
C 7.020 -15.985 -13.515
C 9.573 -12.154 -20.864
C 10.049 -18.972 -24.248
C 15.426 -16.471 -18.586
C 9.885 -17.867 -14.791
C 11.385 -17.432 -19.413
C 8.559 -23.186 -24.001
C 5.672 -18.602 -18.748
C 13.367 -21.546 -15.276
C 12.803 -15.624 -14.425
C 10.434 -20.088 -23.294
C 9.891 -14.882 -16.850
C 7.238 -14.531 -13.946
C 6.742 -18.652 -17.658
C 12.795 -18.947 -11.797
C 16.564 -14.732 -17.122
C 10.173 -21.471 -23.874
C 12.818 -14.394 -21.911
C 15.508 -14.970 -18.205
C 11.965 -21.109 -14.876
C 12.467 -15.628 -22.780
C 9.481 -12.243 -19.343
C 8.277 -16.840 -13.461
C 13.100 -16.488 -12.283
H 12.096 -20.709 -22.369
H 12.056 -16.370 -11.964
H 5.895 -19.896 -16.172
H 8.494 -14.707 -24.495
H 14.279 -16.528 -22.540
H 14.703 -18.703 -19.661
H 13.163 -19.837 -11.287
H 11.913 -20.974 -13.794
H 7.334 -17.995 -20.524
H 6.286 -14.007 -13.855
H 6.430 -16.648 -17.334
H 11.636 -20.175 -15.343
H 8.559 -23.704 -23.033
H 5.401 -15.593 -12.314
H 7.987 -14.017 -13.343
H 7.647 -20.079 -16.181
H 14.122 -20.805 -15.007
H 10.159 -17.627 -20.854
H 11.863 -13.980 -21.557
H 11.995 -16.399 -22.167
H 16.420 -13.729 -16.721
H 15.701 -14.426 -19.134
H 10.498 -21.493 -24.919
H 14.192 -13.523 -17.500
H 14.672 -17.815 -11.838
H 14.229 -15.470 -23.694
H 10.796 -13.994 -19.204
H 12.930 -15.927 -15.466
H 7.536 -14.455 -14.994
H 14.878 -17.071 -17.851
H 11.671 -16.117 -24.633
H 8.089 -17.718 -12.817
H 13.506 -14.802 -14.262
H 6.673 -20.758 -17.494
H 10.711 -17.149 -14.810
H 4.661 -18.809 -18.399
H 13.363 -14.697 -21.015
H 13.864 -17.871 -20.960
H 13.892 -18.246 -9.607
H 10.436 -11.579 -17.774
H 13.375 -21.738 -16.351
H 12.416 -19.247 -18.705
H 10.618 -12.196 -21.187
H 10.673 -16.762 -18.914
H 12.550 -17.832 -17.606
H 13.644 -22.472 -14.772
H 11.806 -19.187 -22.201
H 7.377 -17.364 -16.227
H 10.188 -18.501 -13.950
H 9.751 -15.889 -22.176
H 9.748 -14.711 -15.777
H 11.107 -18.766 -17.735
H 10.909 -15.253 -17.007
H 11.281 -11.251 -19.046
H 7.600 -23.283 -24.499
H 12.906 -19.172 -12.865
H 9.524 -15.700 -25.518
H 12.138 -16.741 -19.818
H 13.302 -13.537 -22.380
H 6.268 -16.403 -14.188
H 9.162 -11.195 -21.182
H 8.365 -15.981 -21.519
H 9.874 -19.972 -22.355
H 17.493 -14.837 -17.689
H 16.610 -15.409 -16.272
H 9.764 -13.915 -25.418
H 11.097 -22.323 -16.125
H 9.088 -16.380 -12.880
H 8.986 -19.053 -24.491
H 10.652 -19.030 -25.156
H 8.445 -11.996 -19.103
H 7.732 -18.448 -18.083
H 14.036 -16.627 -9.807
H 9.059 -12.915 -21.454
H 7.170 -19.480 -21.509
H 13.485 -14.726 -18.378
H 10.231 -17.991 -23.805
H 6.252 -16.914 -11.877
H 9.403 -23.671 -24.497
H 10.808 -22.165 -23.306
H 15.630 -18.010 -21.110
H 5.675 -17.580 -19.152
H 16.429 -16.918 -18.622
H 7.936 -19.505 -19.888
H 11.716 -18.834 -11.695
H 12.148 -14.490 -24.664
H 9.103 -15.624 -17.024
H 11.766 -15.308 -14.288
H 13.629 -15.557 -12.062
H 9.058 -14.328 -19.238
H 9.977 -18.440 -15.713

Forces on atoms 1 to 3 (eV/Å):
O -0.028 0.448 -0.101
O -0.249 0.460 0.009
O -0.115 -0.507 -0.804

Results
E_tot (a.u.): -2409.31101
Net charge: 0
LUMO level (eV): 0.4
Energy above the lowest of the compared OMol25 structures with the same formula, charge and spin (eV): 0.563
F_max (eV/A): 2.41
HOMO-LUMO gap (eV): 9.3
SMILES: COC[C@H](C)N.COC[C@H](C)N.COC[C@H](C)N.COC[C@H](C)N.COC[C@H](C)N.COC[C@H](C)N.COC[C@H](C)N.CCO.CCO.O



Record 3
The following is a DFT calculation (ωB97M-V with the def2-TZVPD basis set) of a cluster of 11 separate species, C32H93N15O11 in total.

Positions of all 151 atoms, in Å:
O -0.250 2.417 6.319
O -1.786 0.142 -4.795
O 0.771 3.275 0.376
O -4.256 0.108 3.546
O -1.021 -0.221 -0.442
O -0.641 4.879 3.687
O -4.632 -2.936 -2.591
O 3.454 0.948 1.257
O 6.950 -1.719 -4.922
O -1.213 -7.105 -3.432
O 2.296 -2.972 4.462
N 3.068 -1.728 2.735
N -4.193 -0.859 0.420
N 1.180 -0.689 -0.810
N 0.590 0.299 1.116
N 2.515 2.547 -0.780
N -1.486 -3.564 -4.480
N 5.704 0.614 1.358
N 4.737 2.305 2.506
N -4.099 2.848 -5.635
N 0.785 3.599 -1.886
N 0.155 -0.562 5.160
N 4.157 -0.840 -5.281
N 1.786 3.141 3.357
N -0.856 1.697 3.577
N 0.958 -2.466 2.691
C 4.648 -1.729 -4.215
C 5.778 -2.535 -4.787
C -0.563 0.008 -4.140
C -3.367 0.959 -6.959
C 3.516 -2.560 -3.570
C 4.574 1.251 1.637
C -4.653 -1.742 -1.869
C 1.733 4.419 4.116
C 1.299 3.140 -0.737
C -0.733 3.531 7.087
C -4.805 -3.192 0.219
C -1.891 -5.915 -3.895
C -2.354 1.686 3.374
C -1.595 5.745 3.041
C 2.111 -2.475 3.360
C -2.609 2.152 1.958
C -2.308 1.434 -4.779
C -0.262 -4.441 -2.629
C -2.849 0.293 3.691
C 0.578 0.128 6.411
C 1.993 0.663 6.265
C -4.142 -2.007 -0.485
C -0.794 -4.811 -3.996
C -5.036 -2.868 -3.927
C -0.448 1.147 6.942
C -0.553 -7.730 -4.537
C 0.671 5.405 3.526
C -3.620 1.471 -5.539
C 3.076 5.143 4.078
C -4.966 0.689 4.623
C 7.919 -2.379 -5.714
C 0.133 -0.229 -0.035
H 1.027 2.626 3.802
H 3.480 -0.206 -4.879
H 4.963 -0.384 -5.686
H 2.286 1.216 7.159
H 0.025 3.818 7.817
H -5.145 1.773 4.536
H 0.938 5.596 2.479
H -5.071 2.940 -5.894
H 2.125 1.339 5.411
H 3.888 4.861 4.749
H -0.324 0.762 -3.379
H -0.882 -2.758 -4.458
H -3.282 -0.123 -6.831
H -2.563 -6.182 -4.712
H 0.694 -0.745 7.059
H 2.972 2.497 -1.674
H -2.458 1.781 -3.746
H -1.711 3.342 7.530
H 0.005 -4.865 -4.732
H 6.078 -3.320 -4.086
H -6.079 -2.548 -4.006
H -0.054 4.149 -1.906
H 4.003 -1.861 3.074
H 2.754 2.038 0.072
H 7.468 -2.668 -6.666
H -4.375 -2.133 -4.406
H -3.651 2.169 1.626
H 0.633 6.393 3.999
H -2.576 5.284 2.926
H -1.025 -4.170 -1.892
H -0.882 1.638 4.591
H -3.957 -1.044 -2.356
H 5.443 -2.941 -5.745
H 0.870 -0.966 -1.727
H 0.419 -3.588 -2.583
H 0.887 -2.055 1.777
H 1.393 3.391 2.446
H -2.348 -3.370 -3.990
H -3.069 -2.218 -0.573
H 2.718 -1.894 -3.239
H -0.400 -0.987 -3.737
H -5.121 -4.009 -0.428
H -1.786 6.600 3.692
H 0.134 -7.099 -5.105
H 3.546 4.923 3.113
H 0.184 0.311 -4.891
H -3.803 -1.194 1.295
H -6.021 0.417 4.576
H 1.460 0.818 1.131
H -2.690 2.510 4.012
H 5.807 -0.036 0.595
H 2.040 -0.191 -0.648
H 8.746 -1.700 -5.917
H -0.659 2.681 3.417
H 3.093 -3.322 -4.224
H -4.017 3.327 -4.744
H 0.258 0.083 4.379
H 5.076 -1.166 -3.375
H -1.333 -7.976 -5.266
H 2.668 -0.118 5.908
H 1.479 4.176 5.148
H 6.591 1.013 1.614
H -2.569 -0.115 4.668
H -0.853 4.342 6.369
H 5.627 2.601 2.857
H 1.397 3.568 -2.682
H -4.018 -3.582 0.873
H -0.134 1.249 7.985
H -4.143 1.209 -7.679
H 8.376 -3.252 -5.238
H 3.931 -3.051 -2.689
H -0.057 -8.616 -4.151
H -4.858 -3.852 -4.356
H 3.892 2.844 2.663
H -5.637 -3.041 0.910
H -2.280 3.189 1.844
H -1.445 0.747 6.749
H 0.215 -5.272 -2.097
H 0.869 -1.242 4.914
H -4.315 0.811 -5.011
H -4.421 0.583 5.562
H -1.625 2.204 -5.167
H -3.483 -0.199 0.109
H -5.613 -1.217 -1.776
H 2.773 -0.990 2.119
H 0.153 -2.951 3.047
H -2.136 1.611 1.134
H 2.912 6.221 4.111
H -2.559 -5.669 -3.066
H -1.222 5.974 2.043
H -0.059 0.635 1.818
H -2.348 -0.428 3.039
H -2.395 1.245 -7.365

Forces on atoms 1 to 3 (eV/Å):
O -0.485 0.116 0.256
O -0.732 -0.523 0.434
O -0.497 0.138 -0.838

Results
E_tot (a.u.): -2923.96139
Net charge: 0
LUMO level (eV): -0.2
Energy above the lowest of the compared OMol25 structures with the same formula, charge and spin (eV): 3.332
F_max (eV/A): 3.75
HOMO-LUMO gap (eV): 8.3
SMILES: COC[C@H](C)N.COC[C@H](C)N.COC[C@H](C)N.COC[C@H](C)N.COC[C@H](C)N.COC[C@H](C)N.COC[C@H](C)N.NC(N)=O.NC(N)=O.NC(N)=O.NC(N)=O